Density functional theory data (wB97M-V/def2-TZVPD) for a cluster of 12 separate species, C42H87F32N10O4P5S2 in total at a distorted geometry.

highest occupied orbital energy	-0.32336	Eh
gap between HOMO and LUMO	7.20	eV
LUMO energy	-1.60	eV
electronic energy	-223143.7009	eV
charge	0

Geometry as XYZ:
```
182
Properties=species:S:1:pos:R:3:forces:R:3
C 3.537 11.858 -6.577 1.97 0.48 -0.15
C 3.722 11.979 -5.049 -1.18 0.15 -1.31
N 3.907 10.645 -4.446 -0.64 -1.11 -0.20
C 5.016 10.280 -3.726 0.26 0.49 0.34
C 4.879 9.003 -3.312 -0.69 -0.02 0.03
N 3.683 8.545 -3.808 -1.20 2.45 -0.98
C 3.080 9.558 -4.554 2.58 -0.50 1.75
C 3.151 7.238 -3.505 -0.28 -1.09 -0.48
H 3.538 12.838 -7.055 -1.28 0.30 0.38
H 2.706 11.193 -6.815 0.02 0.44 -0.22
H 4.444 11.569 -7.107 0.17 -1.13 0.36
H 2.773 12.449 -4.791 -0.06 -0.48 0.97
H 4.478 12.667 -4.669 0.30 -0.41 -0.35
H 5.829 10.952 -3.492 -0.26 0.12 -0.16
H 5.474 8.437 -2.611 -0.04 -0.07 -0.29
H 2.220 9.456 -5.199 -0.08 0.05 0.39
H 3.688 6.560 -4.168 -0.13 -0.41 0.35
H 2.083 7.129 -3.692 0.09 0.47 -0.23
H 3.275 6.975 -2.454 0.35 0.21 -0.12
C 2.266 9.525 12.201 0.76 0.37 -0.92
C 2.554 9.609 10.626 -0.34 0.41 2.51
N 1.792 8.534 9.978 -1.57 -2.75 -0.07
C 0.393 8.444 10.012 -0.27 0.10 -1.04
C -0.048 7.240 9.429 1.89 2.67 1.57
N 1.105 6.534 9.212 1.16 0.90 0.12
C 2.208 7.295 9.603 -1.47 0.18 -1.02
C 1.052 5.203 8.535 1.75 0.39 0.88
H 2.703 10.372 12.730 0.15 0.17 -0.31
H 2.710 8.650 12.676 -0.23 -0.22 -0.28
H 1.198 9.591 12.409 0.04 -0.28 -0.18
H 3.616 9.631 10.379 -0.08 -0.84 0.00
H 2.246 10.614 10.338 -0.65 -0.38 -0.56
H -0.101 9.307 10.433 -0.48 -0.27 -0.35
H -1.035 6.890 9.165 0.12 -0.04 0.16
H 3.259 7.049 9.570 -0.24 -0.43 -0.23
H 0.133 4.684 8.809 0.04 0.29 -0.34
H 1.898 4.669 8.968 -0.16 -0.38 -0.06
H 1.285 5.313 7.476 -0.64 0.04 0.02
C 0.050 -0.086 -1.992 0.49 0.47 0.77
C -1.425 0.052 -1.570 1.39 -0.50 -0.98
N -1.706 -0.333 -0.185 -2.15 0.16 2.15
C -1.746 -1.612 0.319 1.52 -0.40 1.52
C -1.957 -1.517 1.696 -0.73 -1.44 -1.12
N -2.383 -0.247 1.975 1.68 0.23 -1.46
C -2.196 0.414 0.835 0.33 2.34 -0.59
C -2.774 0.314 3.278 -0.24 0.04 0.36
H 0.676 0.469 -1.294 0.05 0.29 -0.04
H 0.093 0.420 -2.956 0.25 -0.20 -0.05
H 0.538 -1.059 -2.054 -0.67 -0.28 -0.12
H -1.948 -0.608 -2.262 -0.77 0.38 0.34
H -1.576 1.113 -1.766 -0.99 -0.24 0.48
H -1.454 -2.448 -0.299 -0.05 -0.05 0.25
H -1.899 -2.256 2.481 -0.26 -0.15 -0.31
H -2.325 1.486 0.827 -0.08 -0.01 -0.44
H -2.457 1.335 3.488 0.18 0.10 -0.89
H -2.285 -0.247 4.074 -0.42 -0.42 -0.20
H -3.863 0.303 3.329 0.15 -0.28 0.31
C 2.610 -3.320 -8.695 -0.90 2.26 -0.09
C 3.170 -4.686 -8.776 0.48 0.17 -0.46
C 4.046 -4.901 -7.539 0.58 -1.61 -0.09
N 5.012 -6.127 -7.721 -0.76 -0.47 0.41
C 4.137 -7.381 -8.005 0.08 0.28 0.08
C 6.010 -5.936 -8.874 0.31 -0.04 0.24
C 7.311 -6.719 -8.485 -0.84 1.07 0.03
C 7.015 -7.245 -7.082 0.32 -0.81 0.69
C 5.901 -6.386 -6.448 0.22 -0.73 -1.99
H 3.348 -2.530 -8.560 0.31 -0.19 0.73
H 1.826 -3.267 -7.940 0.19 0.25 0.20
H 2.159 -2.911 -9.599 -0.34 -0.80 -0.35
H 3.743 -4.726 -9.702 0.39 -0.29 0.09
H 2.308 -5.335 -8.932 0.34 -0.56 0.55
H 3.484 -5.099 -6.626 -0.29 -0.30 -0.17
H 4.683 -4.065 -7.251 0.11 0.15 -0.64
H 4.694 -8.316 -8.068 0.53 0.43 -0.03
H 3.605 -7.252 -8.947 0.24 0.25 0.09
H 3.385 -7.553 -7.234 0.13 0.54 0.24
H 5.599 -6.263 -9.829 -0.30 -0.20 0.34
H 6.178 -4.865 -8.988 0.08 -0.02 0.29
H 7.570 -7.459 -9.242 -0.17 -0.18 0.31
H 8.147 -6.021 -8.437 -0.08 0.05 -0.08
H 6.711 -8.291 -7.094 -0.17 0.01 -0.16
H 7.920 -7.257 -6.476 -0.07 0.25 0.12
H 5.313 -6.940 -5.716 -0.04 0.31 -0.05
H 6.332 -5.468 -6.048 -0.52 0.24 -0.21
C 5.406 -5.845 0.584 0.51 -1.04 -0.31
C 6.605 -5.914 1.501 0.10 0.50 0.62
C 7.813 -6.713 0.993 0.09 0.68 1.02
N 8.932 -6.848 2.144 -1.06 -0.64 0.65
C 9.108 -5.506 2.882 1.66 -1.11 -1.36
C 10.219 -7.316 1.604 1.41 1.36 -1.69
C 10.159 -8.811 1.348 0.71 -0.08 -0.84
C 9.027 -9.297 2.194 -0.95 0.74 1.14
C 8.697 -8.061 3.042 -2.17 0.17 0.20
H 5.802 -5.451 -0.351 -0.66 -0.07 -0.34
H 4.634 -5.194 0.995 0.16 -0.05 -0.11
H 5.019 -6.860 0.488 -0.38 0.16 -0.51
H 6.277 -6.275 2.476 0.15 0.06 0.20
H 6.860 -4.856 1.547 0.59 -0.09 0.65
H 8.233 -6.131 0.173 0.54 -0.21 0.11
H 7.550 -7.703 0.622 0.18 -0.05 0.31
H 9.948 -5.629 3.564 -0.61 -0.38 0.72
H 8.208 -5.045 3.290 0.29 -0.35 -0.26
H 9.659 -4.971 2.109 -0.86 1.00 -0.12
H 11.029 -7.043 2.281 -0.26 -0.09 0.35
H 10.404 -6.716 0.712 0.19 -0.17 -0.20
H 11.094 -9.294 1.630 0.04 0.20 -0.06
H 10.010 -9.015 0.287 -0.03 -0.04 0.05
H 9.294 -10.100 2.882 -0.21 -0.17 -0.34
H 8.121 -9.515 1.628 0.27 -0.53 -0.01
H 9.277 -8.001 3.963 0.21 0.40 -0.26
H 7.638 -8.033 3.296 0.04 -0.10 0.37
C -14.881 0.663 -1.642 -0.45 0.32 0.28
C -13.535 0.962 -0.916 -0.07 -1.30 -1.22
C -13.613 0.577 0.541 0.84 0.64 0.94
N -12.243 0.563 1.265 -0.43 0.45 0.97
C -11.395 -0.675 0.786 1.02 1.94 0.51
C -11.537 1.975 1.244 0.89 -0.78 -0.71
C -10.473 1.874 2.357 -0.12 -0.06 -2.51
C -11.229 1.225 3.446 -0.59 -0.59 1.62
C -12.478 0.513 2.833 1.24 -0.25 -0.79
H -15.708 0.846 -0.955 -0.14 0.13 0.05
H -15.051 -0.345 -2.020 0.59 -0.27 0.38
H -15.089 1.273 -2.521 0.43 0.34 0.16
H -13.166 1.954 -1.173 -0.23 0.14 0.57
H -12.794 0.278 -1.330 0.14 0.08 -0.34
H -14.021 -0.426 0.666 -0.01 0.01 -0.07
H -14.196 1.267 1.151 -0.22 0.03 -0.22
H -11.871 -1.630 1.008 -0.28 0.42 -0.14
H -10.416 -0.628 1.262 -0.33 -0.12 0.83
H -11.017 -0.541 -0.228 -1.07 -0.03 -0.39
H -11.186 2.196 0.236 0.22 -0.28 0.07
H -12.214 2.788 1.507 -0.72 -0.56 0.01
H -9.701 1.193 2.000 0.32 0.36 0.04
H -10.040 2.851 2.573 -0.04 -0.17 0.07
H -10.547 0.571 3.989 -0.42 -0.29 0.10
H -11.547 1.982 4.162 -0.26 -0.16 0.07
H -12.590 -0.534 3.118 -0.06 0.15 0.04
H -13.374 1.089 3.064 -0.02 -0.22 -0.31
N 8.330 -1.054 -4.543 -3.98 4.67 -2.44
S 7.866 0.623 -4.354 -3.27 2.65 -1.30
O 8.652 1.578 -5.163 -1.55 -2.30 1.96
O 7.292 1.076 -3.039 2.07 -1.49 -3.59
F 6.492 0.427 -5.235 1.04 0.09 0.51
S 9.355 -0.963 -3.477 7.50 -2.65 3.44
O 8.862 -1.029 -2.137 0.37 0.51 0.46
O 10.607 -0.207 -3.763 -2.97 -1.37 0.87
F 9.778 -2.510 -3.716 0.72 -0.28 0.14
P -7.089 2.105 -4.437 0.94 -0.71 -0.44
F -5.499 2.464 -4.941 -1.92 -0.12 1.03
F -6.751 0.469 -4.373 0.04 1.05 -0.23
F -6.618 2.125 -2.861 -0.24 0.89 -0.83
F -8.613 1.814 -4.035 -0.46 -0.74 0.52
F -7.578 3.697 -4.442 1.62 -0.92 -0.09
F -7.462 1.904 -5.999 0.02 0.53 0.17
P -1.591 -7.745 -3.896 -1.91 -0.51 0.00
F -0.643 -6.445 -3.785 0.83 0.19 0.51
F -2.026 -7.636 -2.364 0.82 -0.29 0.94
F -2.838 -6.751 -4.190 -0.47 -0.11 -0.46
F -2.526 -9.105 -4.034 0.23 0.87 -0.22
F -1.307 -7.761 -5.464 0.57 -0.60 -0.87
F -0.346 -8.742 -3.575 0.23 0.54 0.03
P -1.407 7.495 1.956 -0.90 -0.45 0.21
F -2.168 8.907 2.025 0.46 0.43 0.06
F 0.015 8.180 1.597 0.07 0.86 0.52
F -1.154 7.542 3.583 0.58 0.32 -0.61
F -0.614 6.092 1.877 -0.24 -0.81 0.23
F -2.820 6.760 2.279 0.29 -0.36 -0.22
F -1.726 7.401 0.371 -0.03 -0.05 -0.19
P -6.296 2.639 10.039 -0.53 -0.13 -3.07
F -6.531 3.169 8.441 -1.34 -0.86 0.58
F -4.778 2.675 9.577 2.21 1.08 1.18
F -6.379 4.225 10.385 1.64 0.10 1.18
F -5.902 2.073 11.492 -0.30 1.02 0.14
F -7.881 2.711 10.399 0.36 -1.80 -0.51
F -6.197 1.066 9.486 -1.89 0.72 0.47
P -7.728 -5.493 5.566 1.06 -0.70 0.25
F -8.416 -4.040 5.154 -0.15 -0.93 1.60
F -8.613 -6.242 4.459 -1.09 0.27 -0.14
F -6.658 -5.129 4.382 0.55 -0.11 0.41
F -7.008 -6.914 5.815 0.60 -0.61 -0.09
F -6.709 -4.912 6.729 -0.94 0.89 -0.97
F -8.779 -5.911 6.777 -0.02 1.26 -1.17
```
Forces are in eV/Å.

***

Density functional theory data (wB97M-V/def2-TZVPD) for a cluster of 10 separate species, C42H87N2O9 in total.

highest occupied orbital energy	-0.04132	Eh
gap between HOMO and LUMO	3.20	eV
LUMO energy	2.07	eV
electronic energy	-66367.0438	eV
charge	-1

Geometry as XYZ:
```
140
Properties=species:S:1:pos:R:3:forces:R:3
C -2.639 -0.832 -0.588 -0.21 0.34 -0.35
C -3.248 -0.494 -1.962 -0.19 0.22 0.37
C -2.877 0.948 -2.330 0.20 -0.19 -0.21
C -2.763 1.313 -3.823 -0.36 0.32 0.26
N -1.757 2.343 -3.999 0.15 0.19 -0.11
C -0.386 1.853 -4.259 0.11 -0.15 0.24
C 0.530 1.955 -3.030 -0.01 -0.17 -0.27
N 1.328 0.713 -2.807 0.19 0.00 0.14
H -2.677 0.096 -0.007 -0.01 -0.19 0.19
H -1.588 -1.103 -0.696 0.01 -0.10 0.14
H -3.187 -1.615 -0.060 0.20 -0.08 -0.01
H -2.911 -1.190 -2.736 -0.01 0.01 0.07
H -4.338 -0.587 -1.871 0.05 -0.10 -0.26
H -1.903 1.168 -1.885 0.00 -0.03 -0.11
H -3.592 1.636 -1.862 0.13 -0.02 0.09
H -2.545 0.412 -4.421 0.07 0.06 0.05
H -3.742 1.699 -4.155 0.07 -0.10 -0.08
H -2.050 3.031 -4.678 -0.06 -0.24 -0.12
H -0.442 0.772 -4.479 -0.15 0.26 -0.04
H -0.049 2.144 -2.107 0.12 0.17 -0.03
H 1.278 2.763 -3.122 -0.13 0.05 0.15
H 0.794 0.084 -2.212 -0.10 0.07 -0.13
H 1.383 0.245 -3.712 -0.01 0.08 0.04
C -2.966 -6.295 0.970 0.03 -0.08 -0.04
C -2.144 -5.612 2.059 -0.03 0.04 0.02
C -1.469 -4.491 1.276 0.05 -0.01 -0.04
O -2.369 -4.132 0.231 -0.03 -0.07 0.03
C -3.409 -5.104 0.128 -0.02 0.02 0.07
H -3.805 -6.874 1.354 -0.01 0.06 0.03
H -2.329 -6.957 0.379 0.00 0.01 -0.01
H -2.809 -5.200 2.821 -0.01 -0.01 0.01
H -1.430 -6.271 2.552 0.01 -0.01 -0.03
H -0.527 -4.832 0.829 0.02 0.01 0.04
H -1.260 -3.607 1.882 -0.02 0.01 -0.02
H -4.338 -4.672 0.516 -0.01 -0.05 -0.02
H -3.558 -5.353 -0.924 0.02 0.02 -0.01
C -5.444 -4.553 5.428 0.10 -0.02 -0.04
C -6.003 -3.544 4.429 -0.13 0.03 0.03
C -5.575 -4.153 3.102 0.07 0.03 0.01
O -5.559 -5.571 3.298 0.02 -0.01 0.00
C -5.669 -5.868 4.691 -0.05 0.01 -0.01
H -5.932 -4.524 6.402 -0.02 -0.01 -0.01
H -4.376 -4.380 5.576 -0.01 0.01 0.00
H -7.093 -3.510 4.497 0.00 -0.01 0.00
H -5.620 -2.536 4.566 0.01 -0.02 0.02
H -4.569 -3.822 2.825 -0.01 0.05 -0.02
H -6.252 -3.915 2.281 0.00 -0.04 -0.01
H -6.669 -6.268 4.890 0.01 0.00 0.03
H -4.934 -6.633 4.947 0.00 -0.01 -0.03
C 3.512 -2.425 -0.317 -0.02 0.06 0.06
C 2.860 -2.917 0.973 0.02 -0.12 -0.04
C 1.713 -1.929 1.131 0.04 0.11 -0.02
O 1.326 -1.545 -0.186 -0.05 -0.01 0.00
C 2.300 -1.991 -1.132 0.04 -0.10 -0.10
H 4.113 -3.181 -0.823 -0.02 -0.01 0.00
H 4.151 -1.563 -0.110 0.00 0.00 -0.01
H 2.471 -3.929 0.829 -0.02 0.01 0.00
H 3.524 -2.922 1.836 -0.01 0.05 0.00
H 2.033 -1.037 1.680 0.02 -0.05 0.07
H 0.850 -2.359 1.646 -0.02 0.03 0.00
H 1.876 -2.832 -1.695 0.05 -0.03 0.00
H 2.520 -1.179 -1.825 -0.06 0.05 0.04
C 1.721 4.015 0.132 0.06 0.10 -0.02
C 2.163 2.556 0.156 -0.08 -0.08 0.03
C 2.811 2.453 1.528 0.03 -0.03 -0.11
O 2.115 3.375 2.379 -0.03 -0.05 0.02
C 1.289 4.228 1.575 -0.05 -0.03 -0.03
H 0.923 4.210 -0.583 0.00 -0.06 0.00
H 2.570 4.660 -0.108 0.01 0.00 0.03
H 1.292 1.901 0.092 0.03 -0.03 -0.04
H 2.835 2.289 -0.657 -0.05 -0.02 -0.03
H 3.867 2.740 1.488 0.02 -0.03 -0.02
H 2.741 1.451 1.957 -0.04 0.02 0.04
H 0.242 3.940 1.722 -0.01 0.02 -0.02
H 1.415 5.259 1.916 0.02 -0.01 0.04
C 2.215 5.545 -6.844 -0.04 0.05 0.05
C 1.343 4.504 -6.142 0.11 0.01 -0.05
C 0.087 4.533 -6.990 -0.09 -0.02 0.04
O 0.510 4.862 -8.329 0.01 0.06 -0.01
C 1.863 5.305 -8.306 -0.02 -0.08 -0.01
H 3.281 5.433 -6.644 0.00 -0.01 -0.01
H 1.917 6.555 -6.545 0.01 0.00 -0.01
H 1.796 3.513 -6.191 -0.05 -0.02 0.07
H 1.140 4.718 -5.095 0.00 -0.05 0.01
H -0.609 5.307 -6.647 0.00 0.00 0.01
H -0.426 3.572 -6.989 0.04 -0.02 0.01
H 2.500 4.522 -8.738 0.04 0.03 0.01
H 1.954 6.202 -8.925 -0.01 -0.01 -0.02
C -3.688 0.949 3.195 0.04 0.04 0.01
C -2.194 0.797 2.925 0.06 0.00 -0.10
C -1.689 0.243 4.247 -0.04 0.01 0.02
O -2.763 -0.544 4.781 -0.01 0.04 0.04
C -3.956 -0.286 4.039 -0.06 -0.06 -0.01
H -4.291 0.973 2.287 0.02 -0.01 -0.02
H -3.889 1.860 3.764 0.01 -0.02 0.02
H -2.043 0.068 2.128 0.06 0.03 -0.01
H -1.701 1.725 2.640 0.01 -0.01 -0.01
H -1.448 1.046 4.953 -0.01 0.00 0.00
H -0.811 -0.393 4.136 0.02 -0.03 0.00
H -4.169 -1.151 3.400 -0.02 0.02 -0.02
H -4.786 -0.156 4.737 0.02 -0.03 0.03
C 0.119 -2.947 -7.128 0.05 0.00 0.00
C -0.330 -3.624 -5.834 -0.04 -0.02 -0.01
C -0.309 -2.452 -4.857 0.05 0.03 0.00
O -0.620 -1.293 -5.621 -0.07 -0.20 -0.03
C -0.557 -1.584 -7.009 -0.02 0.00 0.01
H -0.169 -3.485 -8.032 -0.01 -0.01 0.01
H 1.206 -2.829 -7.131 -0.01 0.01 0.00
H -1.348 -4.007 -5.944 0.00 0.01 0.01
H 0.312 -4.447 -5.520 0.01 0.01 -0.01
H 0.685 -2.327 -4.410 -0.01 -0.03 0.03
H -1.036 -2.551 -4.049 0.01 0.02 0.00
H -1.576 -1.613 -7.414 0.02 -0.02 -0.04
H -0.011 -0.783 -7.509 -0.01 0.02 0.02
C 5.235 6.241 3.356 0.08 0.03 -0.04
C 4.668 7.342 2.464 -0.07 0.01 0.02
C 5.047 6.839 1.076 0.04 -0.02 0.00
O 5.038 5.416 1.149 0.05 0.00 0.00
C 4.959 5.000 2.517 -0.09 0.02 0.09
H 4.771 6.191 4.341 -0.02 0.00 -0.01
H 6.311 6.383 3.491 0.00 0.00 0.00
H 3.581 7.385 2.566 0.00 -0.01 -0.01
H 5.069 8.333 2.676 0.01 -0.01 0.00
H 6.052 7.175 0.796 -0.01 0.04 0.00
H 4.349 7.158 0.299 0.00 -0.02 -0.01
H 3.956 4.606 2.707 0.05 0.02 0.07
H 5.685 4.203 2.688 0.02 0.01 -0.06
C 3.372 -2.182 6.368 0.06 -0.01 0.02
C 3.316 -0.672 6.147 -0.07 0.01 0.01
C 3.715 -0.562 4.681 0.02 0.03 -0.03
O 3.245 -1.755 4.050 0.03 -0.01 0.07
C 2.847 -2.705 5.038 -0.05 0.03 -0.02
H 2.781 -2.524 7.217 -0.01 0.02 -0.01
H 4.406 -2.501 6.520 -0.01 -0.01 -0.01
H 2.297 -0.308 6.290 0.00 0.00 -0.01
H 3.975 -0.106 6.804 0.01 -0.01 0.00
H 4.803 -0.508 4.567 0.00 0.02 0.02
H 3.272 0.301 4.181 0.00 -0.02 -0.02
H 1.753 -2.773 5.045 -0.01 -0.02 0.02
H 3.251 -3.683 4.771 0.00 0.01 -0.03
```
Forces are in eV/Å.